{"formula": "C7H10", "method": "ωB97M-V/def2-TZVPD", "charge": 0, "homo_energy_ev": -7.167, "e_above_lowest_ev": 4.032, "smiles": "CC=C1C(C)=C1C", "total_energy_ha": -272.56983, "multiplicity": 1, "symbols": ["C", "C", "C", "C", "C", "C", "C", "H", "H", "H", "H", "H", "H", "H", "H", "H", "H"], "xyz": [[-0.250, -0.107, -0.245], [0.774, 0.541, 0.518], [-1.363, -0.329, -0.814], [0.941, -0.747, -0.028], [1.185, 1.784, 1.267], [-2.485, 0.634, -0.761], [1.700, -1.998, -0.223], [-1.630, -1.366, -1.092], [1.108, 2.597, 0.500], [2.274, 1.543, 1.669], [0.521, 1.866, 2.167], [-2.079, 1.365, -0.116], [-3.461, 0.191, -0.258], [-2.887, 1.091, -1.712], [1.788, -2.709, 0.663], [2.704, -1.820, -0.489], [1.161, -2.535, -1.045]], "nbo_charge": [-0.0485, 0.0598, -0.3639, 0.0971, -0.6642, -0.6071, -0.6722, 0.1876, 0.2468, 0.2299, 0.2429, 0.1964, 0.1865, 0.1978, 0.2442, 0.2349, 0.2322]}